(1)
{"formula": "C50H40FMnN2O2PS3", "method": "ωB97M-V with the def2-TZVPD basis set", "symbols": ["Mn", "S", "C", "C", "C", "C", "C", "C", "N", "C", "C", "C", "C", "C", "C", "C", "C", "N", "C", "C", "C", "C", "C", "S", "C", "H", "H", "H", "H", "H", "H", "H", "H", "H", "H", "H", "H", "O", "C", "C", "C", "C", "C", "C", "C", "P", "C", "C", "C", "C", "C", "C", "C", "C", "C", "C", "C", "C", "H", "H", "H", "H", "H", "H", "H", "H", "H", "H", "H", "H", "H", "H", "F", "C", "C", "C", "C", "C", "C", "C", "H", "H", "H", "H", "H", "H", "O", "S", "C", "C", "C", "C", "H", "H", "H", "H", "H", "H", "H", "H"], "positions_angstrom": [[0.091, 0.416, -0.075], [0.228, 4.576, -5.760], [1.576, 4.300, -6.762], [2.443, 3.398, -6.223], [2.005, 2.915, -4.972], [0.808, 3.459, -4.569], [0.062, 3.202, -3.347], [0.431, 2.134, -2.516], [-0.213, 1.815, -1.406], [-1.199, 2.621, -0.962], [-1.659, 3.707, -1.725], [-2.723, 4.515, -1.206], [-3.231, 4.278, 0.021], [-2.718, 3.223, 0.848], [-3.192, 2.979, 2.139], [-2.662, 1.941, 2.897], [-1.611, 1.203, 2.326], [-1.151, 1.406, 1.104], [-1.704, 2.390, 0.349], [-3.169, 1.595, 4.213], [-2.916, 0.461, 4.946], [-3.608, 0.428, 6.173], [-4.383, 1.533, 6.363], [-4.282, 2.621, 5.059], [-1.029, 3.965, -2.944], [1.661, 4.824, -7.701], [3.365, 3.100, -6.699], [2.582, 2.211, -4.388], [1.279, 1.516, -2.768], [-3.098, 5.329, -1.813], [-4.027, 4.892, 0.422], [-3.987, 3.597, 2.537], [-1.146, 0.404, 2.889], [-2.272, -0.338, 4.606], [-3.540, -0.378, 6.890], [-5.010, 1.769, 7.208], [-1.371, 4.796, -3.548], [1.107, 3.010, 0.564], [1.402, 1.856, 0.689], [2.651, 1.459, 1.380], [3.635, 2.421, 1.624], [4.766, 2.068, 2.333], [4.911, 0.770, 2.815], [3.933, -0.184, 2.579], [2.801, 0.159, 1.850], [1.436, -0.972, 1.428], [0.703, -1.419, 3.030], [-0.044, -2.595, 3.136], [-0.619, -2.947, 4.346], [-0.458, -2.127, 5.456], [0.271, -0.951, 5.352], [0.848, -0.590, 4.143], [2.403, -2.470, 0.986], [2.822, -3.338, 1.997], [3.676, -4.389, 1.705], [4.116, -4.599, 0.407], [3.708, -3.740, -0.601], [2.865, -2.678, -0.312], [3.494, 3.429, 1.258], [5.534, 2.804, 2.527], [5.793, 0.504, 3.382], [4.059, -1.187, 2.962], [-0.155, -3.245, 2.275], [-1.179, -3.869, 4.431], [-0.899, -2.407, 6.403], [0.402, -0.316, 6.219], [1.418, 0.327, 4.067], [2.480, -3.202, 3.015], [4.004, -5.046, 2.499], [4.780, -5.423, 0.184], [4.060, -3.887, -1.615], [2.607, -1.986, -1.090], [-4.271, -4.600, -3.253], [-3.631, -3.755, -2.439], [-4.106, -2.464, -2.293], [-3.420, -1.594, -1.462], [-2.266, -1.986, -0.771], [-1.597, -1.040, 0.148], [-1.841, -3.314, -0.927], [-2.508, -4.196, -1.757], [-5.003, -2.161, -2.816], [-3.792, -0.583, -1.334], [-1.169, -1.594, 0.984], [-2.364, -0.370, 0.522], [-0.971, -3.656, -0.376], [-2.183, -5.221, -1.876], [1.087, -0.363, -1.506], [0.334, -1.472, -2.275], [1.502, -1.838, -3.648], [0.789, -1.587, -4.971], [-0.150, -0.410, -4.736], [-0.873, -0.737, -3.439], [1.850, -2.864, -3.537], [2.335, -1.151, -3.485], [0.212, -2.467, -5.259], [1.510, -1.388, -5.763], [-0.869, -0.295, -5.548], [0.409, 0.523, -4.661], [-1.583, -1.553, -3.590], [-1.390, 0.090, -2.963]], "atomic_forces_ev_per_a": [[0.1, -2.0, 0.1], [0.1, -0.2, 0.2], [0.0, 0.0, 0.0], [0.0, 0.1, -0.2], [-0.1, 0.0, 0.2], [0.1, 0.2, -0.5], [-0.3, 0.1, 0.3], [0.0, -0.1, -0.1], [-0.4, 1.4, -0.4], [-0.2, 0.4, -0.3], [0.0, -0.2, 0.1], [-0.1, 0.0, 0.1], [0.0, 0.1, -0.1], [0.2, -0.2, 0.0], [0.1, -0.3, 0.1], [-0.1, 0.3, -0.3], [0.2, -0.2, 0.0], [-0.8, 0.7, 0.1], [-0.4, 0.5, 0.2], [-0.2, 0.0, 0.5], [0.1, 0.1, -0.3], [-0.1, 0.0, 0.2], [0.0, 0.0, 0.0], [0.2, -0.1, -0.1], [0.3, -0.2, 0.0], [0.0, 0.0, 0.0], [0.0, 0.0, 0.0], [0.0, 0.0, 0.0], [0.0, -0.1, 0.0], [0.0, 0.0, 0.0], [0.0, 0.0, 0.0], [0.0, 0.0, 0.0], [0.0, 0.0, 0.0], [-0.1, 0.0, 0.0], [0.0, 0.0, 0.0], [0.0, 0.0, 0.0], [0.0, 0.0, 0.0], [0.1, -0.2, 0.0], [0.7, 0.9, 0.4], [0.4, -0.1, 0.3], [-0.1, 0.0, 0.0], [0.0, 0.1, 0.0], [0.0, -0.1, 0.0], [0.1, 0.0, 0.0], [-0.3, 0.3, -0.3], [1.2, -0.1, 0.9], [-0.2, 0.1, -0.1], [-0.1, 0.1, 0.0], [0.0, 0.0, 0.1], [0.1, 0.0, 0.0], [0.0, 0.0, 0.1], [0.1, 0.0, -0.1], [-0.3, 0.0, -0.2], [-0.1, 0.0, 0.0], [0.1, -0.1, 0.0], [0.0, 0.0, 0.0], [0.0, 0.0, 0.0], [0.0, 0.0, 0.1], [0.0, 0.0, 0.0], [0.0, 0.0, 0.0], [0.0, 0.0, 0.0], [0.0, 0.0, 0.0], [0.0, 0.0, 0.0], [0.0, 0.0, 0.0], [0.0, 0.0, 0.0], [0.0, 0.0, 0.0], [0.0, 0.0, 0.1], [0.0, 0.0, 0.0], [0.0, 0.0, 0.0], [0.0, 0.0, 0.0], [0.0, 0.0, 0.0], [0.0, 0.1, -0.1], [0.0, 0.0, 0.0], [0.1, 0.1, 0.1], [-0.1, -0.1, -0.1], [0.2, 0.1, 0.1], [-0.1, -0.3, -0.3], [0.0, 0.0, 0.1], [0.0, 0.3, 0.1], [0.0, -0.1, -0.1], [0.0, 0.0, 0.0], [0.0, 0.0, 0.0], [-0.1, 0.1, 0.1], [0.0, -0.1, 0.1], [0.0, 0.0, 0.0], [0.0, 0.0, 0.0], [0.1, 0.2, 0.0], [-0.1, -1.0, -1.3], [0.0, -0.1, 0.2], [-0.1, 0.1, 0.0], [0.0, 0.0, 0.0], [0.1, 0.0, 0.0], [0.0, 0.0, 0.1], [0.0, 0.0, 0.0], [0.0, 0.0, 0.0], [0.0, 0.0, 0.0], [0.0, 0.0, 0.0], [0.0, 0.0, 0.0], [-0.1, 0.0, 0.1], [-0.1, -0.1, 0.1]], "multiplicity": 4, "orbital_gap_ev": [5.56, 6.49], "e_homo_ev": [-12.14, -12.52], "fmax_ev_per_a": 2.0, "total_charge": 2, "lumo_energy_ev": [-6.6, -6.0]}

***

(2)
{"formula": "C5H11NO2", "method": "ωB97M-V with the def2-TZVPD basis set", "symbols": ["C", "C", "O", "C", "N", "C", "C", "O", "H", "H", "H", "H", "H", "H", "H", "H", "H", "H", "H"], "positions_angstrom": [[-0.295, 1.354, 0.742], [-0.776, 1.225, 2.197], [-1.246, -0.093, 2.435], [-0.605, -0.061, -0.017], [0.123, -0.076, -1.247], [0.657, -1.437, -1.644], [2.122, -1.203, -2.122], [2.638, -2.004, -2.836], [0.770, 1.540, 0.655], [-0.797, 2.116, 0.153], [-0.009, 1.612, 2.868], [-1.595, 1.920, 2.395], [-1.732, -0.062, 3.255], [-0.270, -0.870, 0.619], [-1.687, -0.093, -0.223], [-0.468, 0.344, -1.966], [0.658, -2.181, -0.841], [0.018, -1.855, -2.433], [2.495, -0.175, -1.993]], "atomic_forces_ev_per_a": [[-0.4, -1.2, -0.7], [-0.7, 0.9, -0.1], [0.7, 0.3, -0.1], [1.2, 1.5, 0.9], [-2.6, -3.3, 0.3], [0.9, 1.3, 0.2], [-1.0, -0.2, -1.8], [0.4, -0.1, 0.6], [0.2, -0.1, 0.2], [-0.2, 0.2, 0.3], [0.5, -0.7, 0.1], [-0.2, 0.1, -0.4], [-0.3, -0.2, 0.5], [-0.1, 0.0, 0.0], [0.2, 0.1, 0.0], [0.9, 0.6, -0.4], [-0.1, 0.6, 0.3], [0.3, 0.4, -0.2], [0.4, -0.2, 0.5]], "multiplicity": 2, "orbital_gap_ev": [11.00, 5.94], "e_homo_ev": [-14.42, -14.34], "fmax_ev_per_a": 4.3, "relative_energy_kj_mol": 236.25, "total_charge": 1, "lumo_energy_ev": [-3.4, -8.4]}

***

(3)
{"formula": "C9H7Cl2CoIN7OS", "method": "ωB97M-V with the def2-TZVPD basis set", "symbols": ["Co", "Cl", "C", "Cl", "H", "H", "N", "C", "C", "N", "C", "C", "N", "H", "H", "H", "H", "H", "I", "S", "C", "N", "O", "N", "C", "C", "N", "C", "N"], "positions_angstrom": [[-0.998, -0.796, 0.199], [-3.843, 0.396, -0.583], [-4.630, -0.468, 0.745], [-6.397, -0.509, 0.556], [-4.397, 0.045, 1.669], [-4.261, -1.487, 0.745], [4.120, 0.686, 0.050], [3.287, -0.358, 0.351], [1.894, -0.171, 0.309], [1.066, -1.169, 0.539], [1.581, -2.361, 0.879], [2.947, -2.510, 0.971], [3.808, -1.527, 0.696], [3.746, 1.391, -0.570], [5.078, 0.425, -0.115], [1.469, 0.787, 0.044], [0.885, -3.169, 1.050], [3.374, -3.463, 1.258], [-1.940, -3.133, -0.452], [-2.119, 1.151, 4.375], [-1.792, 0.492, 2.935], [-1.583, 0.010, 1.888], [-0.442, 0.556, -1.134], [-1.102, 1.263, -1.981], [-0.388, 2.205, -2.544], [1.007, 2.355, -2.235], [2.119, 2.437, -1.952], [-1.013, 3.097, -3.469], [-1.476, 3.829, -4.225]], "atomic_forces_ev_per_a": [[-0.1, 0.0, 0.0], [0.0, 0.0, 0.0], [0.0, 0.0, 0.0], [0.0, 0.0, 0.0], [0.0, 0.0, 0.0], [0.0, 0.0, 0.0], [0.0, 0.0, 0.0], [0.0, 0.0, 0.0], [0.0, 0.1, 0.0], [0.0, 0.0, 0.0], [0.0, 0.0, 0.0], [0.0, 0.0, 0.0], [0.0, 0.0, 0.0], [0.0, 0.1, 0.0], [0.0, 0.0, 0.0], [0.0, 0.0, 0.0], [0.0, 0.0, 0.0], [0.0, 0.0, 0.0], [0.0, 0.1, 0.0], [0.0, 0.0, 0.0], [-0.1, -0.1, -0.1], [0.0, 0.0, 0.0], [0.0, -0.1, -0.2], [0.0, 0.1, 0.2], [0.0, 0.0, 0.0], [-0.1, 0.0, 0.1], [0.0, 0.0, 0.0], [0.0, -0.1, -0.1], [0.0, 0.0, 0.0]], "multiplicity": 4, "orbital_gap_ev": [8.07, 7.73], "e_homo_ev": [-5.80, -5.74], "fmax_ev_per_a": 0.2, "relative_energy_kj_mol": 0.00, "total_charge": -1, "lumo_energy_ev": [2.3, 2.0]}

***

(4)
{"formula": "C30H49NO21", "method": "ωB97M-V with the def2-TZVPD basis set", "symbols": ["C", "C", "C", "O", "C", "O", "O", "H", "H", "H", "H", "H", "H", "C", "C", "C", "O", "C", "O", "O", "H", "H", "H", "H", "H", "H", "C", "C", "C", "O", "C", "O", "O", "H", "H", "H", "H", "H", "H", "C", "C", "C", "O", "C", "O", "O", "H", "H", "H", "H", "H", "H", "C", "C", "C", "O", "C", "O", "O", "H", "H", "H", "H", "H", "H", "C", "O", "C", "O", "O", "C", "H", "H", "H", "H", "H", "H", "C", "O", "C", "O", "O", "C", "H", "H", "H", "H", "H", "H", "C", "C", "C", "C", "N", "H", "H", "H", "H", "H", "H", "H"], "positions_angstrom": [[-17.034, 16.821, 15.418], [-16.066, 15.661, 15.629], [-14.887, 15.708, 14.755], [-13.868, 16.148, 15.576], [-14.233, 16.152, 16.809], [-13.541, 16.491, 17.765], [-15.510, 15.776, 16.924], [-17.919, 16.593, 16.040], [-17.490, 16.790, 14.400], [-16.602, 17.790, 15.542], [-16.525, 14.692, 15.518], [-15.048, 16.323, 13.838], [-14.569, 14.757, 14.411], [-24.508, 8.342, 11.440], [-23.075, 8.465, 11.953], [-22.934, 9.620, 12.902], [-22.773, 8.995, 14.151], [-22.531, 7.723, 14.020], [-22.210, 6.952, 14.910], [-22.671, 7.372, 12.732], [-25.252, 8.304, 12.263], [-24.737, 7.465, 10.857], [-24.870, 9.127, 10.818], [-22.465, 8.705, 11.053], [-23.726, 10.346, 12.897], [-22.033, 10.233, 12.706], [-15.916, 10.849, 12.499], [-16.487, 9.496, 12.716], [-17.181, 9.268, 14.069], [-18.568, 9.207, 13.784], [-18.651, 9.190, 12.457], [-19.734, 9.071, 11.862], [-17.509, 9.208, 11.813], [-16.555, 11.560, 12.940], [-15.885, 11.102, 11.444], [-14.921, 10.873, 12.962], [-15.705, 8.791, 12.534], [-16.767, 9.981, 14.794], [-16.861, 8.246, 14.291], [-18.535, 16.086, 11.921], [-17.434, 17.057, 11.339], [-17.941, 18.513, 11.064], [-17.054, 19.244, 11.892], [-16.142, 18.512, 12.501], [-15.222, 18.925, 13.183], [-16.371, 17.197, 12.274], [-18.205, 15.092, 12.228], [-19.228, 15.980, 11.080], [-18.992, 16.605, 12.760], [-16.979, 16.676, 10.406], [-18.913, 18.695, 11.440], [-17.882, 18.835, 10.030], [-20.149, 6.937, 17.320], [-18.829, 7.172, 18.046], [-17.706, 7.718, 17.135], [-17.653, 9.107, 17.398], [-18.394, 9.382, 18.489], [-18.545, 10.525, 18.910], [-18.986, 8.249, 18.963], [-20.245, 7.710, 16.557], [-20.947, 6.998, 18.039], [-20.196, 5.927, 16.842], [-18.577, 6.203, 18.620], [-17.862, 7.484, 16.083], [-16.766, 7.255, 17.380], [-16.095, 12.665, 17.701], [-14.774, 12.712, 17.222], [-14.492, 12.589, 15.903], [-15.436, 12.492, 14.854], [-13.171, 12.568, 15.683], [-12.632, 12.227, 14.447], [-16.745, 13.446, 17.531], [-15.921, 12.470, 18.778], [-16.546, 11.790, 17.404], [-12.440, 11.151, 14.371], [-11.684, 12.756, 14.290], [-13.218, 12.462, 13.556], [-19.333, 12.555, 11.704], [-20.415, 11.834, 11.161], [-21.252, 12.475, 10.412], [-21.001, 13.709, 9.810], [-22.404, 11.804, 10.297], [-23.508, 12.373, 9.643], [-18.755, 13.064, 10.869], [-18.701, 11.975, 12.171], [-19.744, 13.247, 12.436], [-23.509, 12.440, 8.528], [-23.733, 13.342, 10.107], [-24.284, 11.658, 9.954], [-19.212, 13.560, 15.517], [-19.568, 12.144, 16.002], [-20.440, 11.392, 15.000], [-21.550, 12.214, 14.376], [-22.398, 12.758, 13.845], [-18.685, 13.573, 14.615], [-18.611, 14.097, 16.239], [-20.099, 14.184, 15.310], [-19.980, 12.154, 16.985], [-18.542, 11.591, 16.088], [-20.885, 10.561, 15.430], [-19.863, 11.080, 14.122]], "atomic_forces_ev_per_a": [[-1.8, -1.8, -0.8], [-1.4, 0.8, -0.2], [0.1, 0.2, -2.7], [2.4, 1.2, -1.3], [1.3, 1.3, 4.4], [-1.3, -0.9, -2.0], [-0.4, -0.5, 0.8], [0.5, 0.8, 0.3], [0.7, -0.1, 0.5], [0.3, 0.5, 0.5], [-0.5, -0.2, 0.2], [0.4, -0.1, 1.0], [-0.1, -1.2, -0.5], [-1.2, -1.1, 1.3], [-1.1, 1.5, -2.0], [1.4, 1.4, -0.5], [-0.3, 1.4, 1.7], [0.8, -2.3, 0.9], [-0.6, 1.4, -1.4], [0.3, -1.2, -0.5], [0.5, 0.0, -0.1], [0.5, -0.6, -0.2], [0.4, 1.1, -0.4], [0.3, -1.0, 0.8], [-0.7, -0.1, 0.3], [-0.2, -0.6, 0.0], [0.5, -0.1, -0.4], [0.7, 0.3, 0.4], [2.4, -1.3, -0.2], [0.8, 1.0, 0.4], [-5.3, -1.3, -2.9], [2.6, 0.5, 1.8], [-0.4, 0.1, -0.7], [-0.5, 1.1, 0.8], [0.4, -0.2, -0.3], [-0.4, 0.4, -0.2], [0.4, -0.8, 0.1], [-1.1, 0.0, 0.1], [-0.2, 0.1, 0.8], [0.8, 1.4, -1.3], [-0.9, -1.4, -0.6], [1.1, -1.3, 0.8], [0.1, 1.7, -0.2], [2.0, 0.0, 1.4], [-1.8, -0.7, -1.2], [0.1, 0.6, -0.2], [0.4, 0.3, -0.1], [-0.4, -0.2, 0.4], [-0.3, -0.1, 0.0], [-0.3, -0.2, 0.4], [-1.2, 0.0, 0.3], [0.3, 0.0, -0.1], [0.7, -0.4, -0.4], [0.0, -1.6, -0.1], [0.0, -1.5, 0.1], [-0.1, 0.0, -0.1], [-1.0, 2.0, 0.7], [0.4, -2.9, -0.7], [0.4, 1.3, 0.4], [-0.4, -0.1, -0.1], [-0.4, 0.1, 0.2], [0.2, 0.9, 0.3], [0.1, 1.8, -0.7], [-0.4, 0.4, 0.0], [0.6, 0.0, 0.3], [1.3, -1.5, 2.6], [2.0, 0.4, -3.4], [-4.5, -0.5, -4.2], [5.3, 0.5, 6.5], [-2.0, 0.4, 1.8], [0.8, -0.5, -2.2], [-0.7, 2.2, -0.5], [-0.4, 0.7, -0.5], [-1.1, -2.1, -1.2], [0.0, 0.1, 0.4], [-0.2, -0.1, 0.6], [-0.6, 0.3, 0.5], [-1.9, 4.3, -3.4], [-0.3, -1.0, 0.2], [0.1, 6.9, -3.8], [-1.6, -7.1, 3.6], [2.4, 0.0, 0.1], [-1.6, 0.3, 0.0], [-0.9, -0.3, 1.1], [2.9, -3.7, 2.3], [0.1, 0.5, -0.2], [0.7, -0.1, 0.9], [0.1, -0.1, -0.4], [-0.1, 0.5, -0.4], [-1.5, 0.3, 1.2], [2.6, -0.1, -1.1], [0.0, 2.3, -1.6], [1.7, -1.3, 1.4], [-0.9, 0.8, -0.6], [1.1, -0.3, -1.5], [0.1, 0.0, 0.3], [0.1, -0.3, 0.3], [-0.5, 0.0, 0.6], [-1.9, 0.6, -0.1], [-0.8, -1.8, 0.7], [0.0, -0.1, 0.3]], "multiplicity": 1, "orbital_gap_ev": 10.38, "e_homo_ev": -10.36, "fmax_ev_per_a": 8.4, "relative_energy_kj_mol": 48.29, "lumo_energy_ev": 0.0}

***

(5)
{"formula": "C3H3Cl3O", "method": "ωB97M-V with the def2-TZVPD basis set", "symbols": ["O", "C", "Cl", "C", "C", "Cl", "Cl", "H", "H", "H"], "positions_angstrom": [[-0.173, -0.238, 1.748], [0.518, -0.603, 0.705], [0.630, -2.410, 0.576], [0.453, 0.156, -0.572], [1.823, 0.181, 0.139], [2.556, 1.612, 0.761], [3.052, -0.912, -0.652], [-1.089, -0.572, 1.706], [0.215, -0.502, -1.419], [-0.286, 0.929, -0.523]], "atomic_forces_ev_per_a": [[-1.1, 1.0, 2.4], [2.7, -0.8, -2.2], [-0.2, 0.5, 0.1], [-0.4, -1.4, -0.3], [-1.6, -1.9, -0.8], [-0.4, 0.0, 0.2], [-0.7, 1.0, 0.6], [0.5, 0.2, -0.1], [1.0, 0.5, -0.1], [0.3, 1.0, 0.2]], "multiplicity": 1, "orbital_gap_ev": 10.53, "e_homo_ev": -10.02, "fmax_ev_per_a": 3.5, "relative_energy_kj_mol": 132.75, "lumo_energy_ev": 0.5}